No. 1
C8H9FN4 | ωB97M-V/def2-TZVPD

XYZ file:
```
22
Properties=species:S:1:pos:R:3:forces:R:3:lowdin_charge:R:1
C -1.9159 1.8551 -0.5043 -0.74 -0.29 -3.11 -0.007
C -0.9543 1.1109 -1.4516 -1.38 2.54 0.19 -0.243
C -0.8469 1.1628 -2.8382 1.55 -2.72 1.77 -0.073
N 0.1816 0.3008 -3.1986 -0.24 1.38 0.63 0.006
N 0.7658 -0.0963 -2.1309 0.67 -1.23 0.07 0.025
N 0.0788 0.3723 -1.0865 1.42 -1.17 2.78 -0.064
N 0.4146 -0.0635 0.2775 -1.48 -0.99 -2.72 0.030
C 1.6904 0.1482 0.7069 -0.62 -0.25 1.14 -0.094
C 2.2530 -0.5947 1.6700 2.38 0.68 1.15 -0.075
C 1.5952 -1.8005 2.0730 0.94 0.21 -1.14 -0.089
C 0.4307 -2.1013 1.5235 -1.96 -1.42 1.91 -0.066
C -0.4009 -1.1382 0.8416 -2.44 1.11 -3.09 -0.256
F -1.3344 -0.3911 1.6808 0.52 -1.11 -0.05 -0.062
H -1.6600 2.0691 0.4874 0.61 -0.92 1.60 0.048
H -2.0371 2.8796 -0.8673 -0.04 -0.16 -0.58 0.076
H -2.8955 1.3575 -0.6781 0.48 0.42 0.86 0.096
H -1.5109 1.3476 -3.5929 -1.67 1.29 -1.39 0.069
H 2.0115 1.0997 0.4613 1.24 1.53 -0.88 0.108
H 3.2592 -0.2555 2.1434 -2.03 -0.69 -1.03 0.140
H 2.0784 -2.6083 2.5760 0.52 0.02 0.70 0.104
H -0.0419 -3.0245 1.9067 0.09 0.44 -0.86 0.123
H -1.1614 -1.6296 0.0001 2.20 1.33 2.09 0.204
```
Forces are in eV/Å.

Properties
SMILES	Cc1cnnn1N1C=CC=C[C@H]1F
charge	0
HOMO-LUMO gap	9.3	eV
spin multiplicity	1
maximum force	4.1	eV/A

=====

No. 2
C8H9FO6S | ωB97M-V/def2-TZVPD

XYZ file:
```
25
Properties=species:S:1:pos:R:3:forces:R:3:lowdin_charge:R:1
O -3.8449 3.3804 -2.4946 5.97 -6.61 0.94 0.000
C -2.9265 2.4205 -2.3501 -2.95 5.31 0.18 -0.222
O -1.7128 2.7513 -1.5371 -2.37 -2.48 -3.17 0.004
C -3.0717 0.9175 -3.0650 0.21 1.89 -0.81 -0.150
O -3.8539 0.0348 -2.1858 2.87 0.67 0.33 -0.341
S -2.8306 -1.1119 -1.3873 -2.73 -2.86 4.66 1.109
O -3.4907 -1.4434 0.0078 2.35 1.90 -5.73 -0.423
O -1.3300 -0.3897 -0.9477 -3.93 4.57 -0.29 -0.418
O -0.3919 -1.3073 -0.8197 3.69 -2.55 -1.19 -0.120
H -1.0378 2.0563 -1.8089 -1.10 1.06 0.78 0.097
H -3.6503 1.1135 -4.0800 1.01 -0.54 2.40 0.161
H -2.0011 0.5308 -3.3361 -2.00 0.43 0.67 0.128
H 0.3958 -0.8982 -1.3117 -1.38 -0.95 0.90 0.136
F 2.0079 -0.2397 -0.5137 0.12 0.26 -0.91 0.044
C 2.2415 -0.4537 0.7879 0.29 -0.34 2.01 -0.275
C 3.5279 -0.2863 1.2888 -0.02 0.04 -0.21 -0.017
C 3.7705 -0.5041 2.6450 -0.47 -0.10 -0.04 -0.081
C 2.7251 -0.8978 3.4839 0.04 0.01 -0.07 -0.093
C 1.4384 -1.0681 2.9707 0.47 0.14 -0.16 -0.067
C 1.1939 -0.8394 1.6168 -0.13 0.06 -0.02 -0.007
H 4.3291 0.0118 0.6205 -0.09 -0.01 0.04 0.115
H 4.7711 -0.3683 3.0479 -0.18 -0.02 -0.13 0.106
H 2.9157 -1.0718 4.5408 -0.04 0.04 -0.21 0.102
H 0.6272 -1.3786 3.6247 0.12 0.08 -0.17 0.110
H 0.1981 -0.9584 1.2030 0.26 0.01 0.18 0.102
```
Forces are in eV/Å.

Properties
charge	0
HOMO-LUMO gap	9.5	eV
spin multiplicity	1
maximum force	9.0	eV/A

=====

No. 3
C8H9IrNS2 | ωB97M-V/def2-TZVPD

XYZ file:
```
21
Properties=species:S:1:pos:R:3:forces:R:3:lowdin_charge:R:1
Ir 0.2504 0.8565 0.2739 -1.27 -3.20 0.32 1.083
C 1.0382 2.6437 -0.2838 0.17 2.74 -1.55 -0.264
H 0.2963 3.4236 -0.1116 0.24 0.09 -0.17 0.063
H 1.6925 2.4714 0.5940 -0.01 -0.23 0.04 0.052
H 1.7669 2.9772 -1.0316 -0.19 -0.04 -0.08 0.089
H 0.5862 1.7036 -1.0712 0.69 2.06 -0.84 0.013
H 1.7106 0.2516 0.0755 1.67 -1.04 0.05 -0.051
S 0.0365 0.8130 2.5249 -0.14 0.30 0.97 0.780
C -0.7368 -0.6043 2.0121 -0.71 -1.69 0.42 -1.088
N -0.7799 -0.9516 0.7315 -1.22 0.11 -0.45 -0.146
C -1.5083 -2.1513 0.4771 0.10 0.28 1.01 -0.203
C -1.8445 -2.8077 -0.7285 1.30 2.07 0.74 0.118
C -2.5712 -4.0018 -0.6454 -1.13 -1.68 0.87 0.050
C -3.0289 -4.5266 0.5757 0.09 0.12 -0.63 0.030
C -2.7642 -3.8414 1.7625 -0.55 -0.88 0.06 0.032
C -1.9908 -2.6957 1.7018 1.58 2.44 0.14 -0.389
S -1.5299 -1.7215 3.0846 -0.48 -1.05 -0.98 1.237
H -1.5379 -2.3793 -1.6893 -0.11 -0.29 0.33 0.156
H -2.8036 -4.5502 -1.5548 0.06 0.16 0.07 0.148
H -3.6021 -5.4511 0.6170 0.14 0.23 -0.17 0.145
H -3.1213 -4.1256 2.7432 -0.22 -0.49 -0.13 0.147
```
Forces are in eV/Å.

Properties
expectation value of S²	8.79
charge	+2
HOMO-LUMO gap (spin up / spin down)	5.9 / 5.3	eV
spin multiplicity	6
maximum force	3.5	eV/A

=====

| no. | molecular weight (g mol⁻¹) | DFT total energy (eV) |
| --- | --- | --- |
| 1 | 180.2 | -17115.85252 |
| 2 | 252.2 | -34272.48847 |
| 3 | 375.5 | -34416.16356 |